Density functional theory data (ωB97M-V/def2-TZVPD) for 6 unconnected molecules or ions with the total composition C8H28O10 at a distorted geometry.

Its SMILES is OCCO.OCCO.OCCO.OCCO.O.O. As for the HOMO energy: -9.4 eV. For the frontier orbital gap, the calculation gives 9.5 eV. As for the largest force on an atom: 0.04670 Eh/bohr. For the lowest unoccupied orbital energy, the calculation gives 0.1 eV. As for the energy above the lowest of the compared OMol25 structures with the same formula, charge and spin: 29.26 kcal/mol.

The geometry in ORCA input format:
```
! RIJCOSX wB97M-V def2-TZVPD def2/J DEFGRID3
* xyz 0 1
O 0.04 2.05 0.22
O -0.40 -2.90 -0.28
O -1.20 -0.55 -2.29
O 2.09 1.24 4.83
O -1.24 -0.23 1.15
O 1.70 -1.59 -1.97
O -0.23 -1.17 3.27
O -3.32 1.74 -2.32
O -3.34 -0.28 -0.27
O 1.23 3.77 -1.81
C 0.81 -0.18 3.30
C -1.35 0.43 -3.28
C 1.36 1.80 -0.25
C 1.73 -2.83 -1.31
C 1.27 0.12 4.75
C 0.36 -3.52 -1.30
C -1.94 1.78 -2.77
C 2.04 3.12 -0.81
H 1.65 -0.55 2.71
H -0.91 -0.56 1.98
H -0.50 1.26 0.20
H 1.09 0.94 -0.87
H -0.81 -0.77 0.49
H -1.98 2.55 -3.55
H -0.25 -3.36 -2.19
H 0.45 0.64 2.68
H 2.34 -3.43 -1.99
H -1.97 0.02 -4.08
H -2.55 -0.21 0.27
H -3.45 1.21 -1.54
H 0.34 3.81 -1.44
H 2.13 3.93 -0.08
H -1.15 -3.49 -0.13
H -0.34 0.61 -3.63
H 3.05 2.87 -1.16
H 1.93 1.30 0.53
H 2.28 -2.80 -0.36
H 0.36 0.15 5.35
H 1.71 -0.76 5.21
H -1.93 -0.60 -1.67
H -3.81 -1.03 0.08
H 0.14 -1.97 3.66
H -1.35 2.12 -1.92
H 2.66 1.18 5.60
H 0.79 -1.27 -1.95
H 0.45 -4.58 -1.08
*
```


Density functional theory data (ωB97M-V/def2-TZVPD) for a molecular structure, C8H29AlN9O7 at a distorted geometry.

As for the HOMO energy: -11.2 eV. For the frontier orbital gap, the calculation gives 1.8 eV. As for the largest force on an atom: 0.13767 Eh/bohr. For the lowest unoccupied orbital energy, the calculation gives -9.4 eV.

The geometry in ORCA input format:
```
! RIJCOSX wB97M-V def2-TZVPD def2/J DEFGRID3
* xyz 1 1
Al -0.43 0.14 -0.09
O 3.85 -1.09 0.84
O 0.01 -1.57 -4.11
O -2.37 3.56 -1.50
O 3.07 2.92 -2.42
O -4.46 -2.15 2.06
O 1.94 3.47 2.65
O 0.07 -1.03 4.92
N -0.26 -2.59 6.40
N -2.85 -1.28 -3.73
N 0.39 -0.63 7.09
N 4.82 4.00 -3.29
N 3.31 4.58 4.07
N 5.21 2.52 -1.84
N 3.87 2.66 3.37
N -5.97 -3.41 3.04
N -5.93 -1.25 3.37
C -5.45 -2.25 2.74
C -0.89 -1.47 -5.20
C -3.23 -2.09 -6.03
C -2.25 -2.04 -4.81
C 1.38 -1.65 -4.62
C 0.10 -1.44 6.06
C 4.23 3.15 -2.52
C 2.99 3.61 3.28
H -1.00 -0.41 -5.42
H 4.84 2.87 3.56
H 0.39 -1.01 8.02
H 4.28 4.53 4.35
H -3.59 -1.88 -3.40
H -2.87 -2.77 -6.80
H 4.30 4.68 -3.83
H 0.89 0.19 6.77
H 2.76 5.42 4.13
H 1.50 -2.54 -5.23
H 1.70 -0.74 -5.13
H -0.61 -1.98 -6.12
H -1.91 3.97 -0.73
H -5.69 -4.30 2.67
H -4.17 -2.48 -5.63
H -0.56 -3.17 5.63
H -5.63 -0.31 3.16
H -6.68 -3.41 3.76
H 1.93 -1.83 -3.70
H 3.69 1.85 2.81
H -0.44 -2.84 7.36
H 5.83 4.05 -3.27
H 5.00 1.77 -1.20
H -2.22 -3.09 -4.50
H -3.35 -0.45 -4.01
H 4.44 -1.02 1.61
H 6.17 2.83 -1.98
H -3.38 -1.11 -6.48
H -6.79 -1.50 3.85
*
```


Density functional theory data (ωB97M-V/def2-TZVPD) for a molecular structure, C8H29BeN14O10 at a distorted geometry.

As for the HOMO energy: -11.1 eV. For the frontier orbital gap, the calculation gives 2.0 eV. As for the largest force on an atom: 0.16964 Eh/bohr. For the lowest unoccupied orbital energy, the calculation gives -9.1 eV. As for the energy above the lowest of the compared OMol25 structures with the same formula, charge and spin: 262.66 kcal/mol.

The geometry in ORCA input format:
```
! RIJCOSX wB97M-V def2-TZVPD def2/J DEFGRID3
* xyz 1 1
O 0.59 2.02 -3.71
O -2.82 -2.50 -2.01
O 2.28 -3.29 3.25
O 0.41 1.56 -0.35
O -2.06 3.73 -0.58
O 2.64 2.08 4.88
O -1.16 0.75 0.89
O 5.91 -0.11 -1.24
O -2.39 -1.57 1.95
O -0.09 -0.61 -0.55
N 2.85 -1.91 1.47
N 0.83 -2.77 1.69
N -4.56 -1.46 2.49
N 0.40 -0.13 -3.57
N 3.84 0.41 -1.64
N -3.17 2.42 0.75
N -4.15 3.93 -0.28
N 2.71 3.47 3.17
N -2.66 -4.57 -1.25
N 1.47 1.64 3.01
N -1.02 -3.23 -1.00
N 1.98 0.52 -4.71
N -4.04 -1.76 0.42
N 5.15 1.91 -0.79
C -3.04 3.40 0.02
C 2.01 -2.71 2.19
C 0.94 0.91 -4.01
C -0.26 0.55 -0.06
C 5.03 0.71 -1.26
C 2.24 2.40 3.78
C -2.20 -3.39 -1.48
C -3.58 -1.60 1.66
Be 0.35 3.63 -1.86
H -0.47 -4.00 -0.65
H -0.68 -2.27 -0.98
H 4.40 2.56 -0.91
H 0.67 -1.08 -3.78
H 2.59 -1.31 0.70
H 3.58 -0.56 -1.77
H -2.15 -5.37 -0.91
H -3.96 1.83 0.50
H -5.02 3.51 0.00
H -2.30 1.96 0.97
H 2.42 -0.37 -4.89
H 3.03 1.01 -1.64
H 0.96 0.90 3.48
H 3.67 -1.76 2.05
H 0.15 -3.33 2.19
H -4.50 -1.01 3.39
H -4.29 4.62 -1.01
H -3.44 -2.21 -0.26
H -5.49 -1.47 2.10
H 0.55 -2.19 0.91
H 1.41 1.79 2.02
H 2.54 1.21 -5.19
H 2.62 3.69 2.19
H -3.56 -4.78 -1.66
H 3.25 4.03 3.81
H 6.10 2.17 -0.55
H -1.29 -0.19 0.98
H -5.02 -1.97 0.40
H -0.20 0.17 -2.82
*
```


Density functional theory data (ωB97M-V/def2-TZVPD) for a molecular structure, C8H29FN10O8SSi.

As for the HOMO energy: -9.6 eV. For the frontier orbital gap, the calculation gives 9.2 eV. As for the largest force on an atom: 0.00988 Eh/bohr. For the lowest unoccupied orbital energy, the calculation gives -0.3 eV.

The geometry in ORCA input format:
```
! RIJCOSX wB97M-V def2-TZVPD def2/J DEFGRID3
* xyz 0 1
S -0.85 -2.61 -2.57
Si -0.45 -1.43 0.05
F 0.33 -0.76 -4.05
O -0.72 3.93 6.65
O 3.24 1.72 0.10
O -1.31 1.48 2.55
O -0.16 -1.55 -1.67
O -0.05 -2.14 -4.02
O -2.25 -2.29 -2.73
O -5.66 -5.57 -5.82
O 5.30 -2.66 -4.99
N 5.02 2.88 -0.67
N -3.41 -5.42 -6.05
N -4.51 -4.20 -4.42
N 3.12 -2.50 -4.39
N 4.27 -0.64 -5.09
N -0.49 4.55 8.81
N -1.02 1.67 4.80
N -1.23 3.53 3.51
N -2.29 5.29 7.56
N 3.06 2.77 -1.90
C -0.44 -3.14 0.78
C 4.30 -1.98 -4.83
C -1.20 2.17 3.55
C -4.61 -5.10 -5.45
C -2.08 -0.64 0.38
C 0.96 -0.42 0.67
C 3.74 2.41 -0.76
C -1.14 4.55 7.61
H 2.29 -1.95 -4.26
H 5.12 -0.22 -5.43
H 5.45 3.45 -1.38
H -2.94 -1.25 0.12
H -1.22 -3.82 0.41
H -1.07 4.09 4.33
H 5.54 2.63 0.15
H -1.34 3.97 2.61
H 2.12 2.44 -2.00
H -0.94 0.67 4.91
H -2.53 -5.03 -5.77
H 3.09 -3.48 -4.19
H -0.98 2.29 5.59
H -2.80 5.30 6.70
H -2.16 0.33 -0.13
H -5.36 -3.94 -3.97
H -0.63 -2.98 1.85
H -2.09 -0.42 1.45
H -0.81 5.05 9.61
H 3.46 3.34 -2.62
H -3.65 -3.81 -4.10
H 1.88 -1.01 0.72
H 0.53 -3.63 0.69
H 0.36 4.02 8.86
H -2.64 5.80 8.34
H 1.15 0.42 0.00
H -3.45 -6.07 -6.81
H 0.70 -0.02 1.65
H 3.46 -0.07 -4.97
*
```


Density functional theory data (ωB97M-V/def2-TZVPD) for a molecular structure, C8H2InO10 at a distorted geometry.

As for the HOMO energy: 2.5 eV. For the frontier orbital gap, the calculation gives 3.1 eV. As for the largest force on an atom: 0.12109 Eh/bohr. For the lowest unoccupied orbital energy, the calculation gives 5.5 eV. As for the energy above the lowest of the compared OMol25 structures with the same formula, charge and spin: 104.68 kcal/mol.

The geometry in ORCA input format:
```
! RIJCOSX wB97M-V def2-TZVPD def2/J DEFGRID3
* xyz -3 1
In -1.12 1.84 -1.79
O 3.40 -1.43 -2.28
O -3.12 0.01 -0.33
O 0.72 -0.21 -2.75
O -4.91 0.87 0.60
O 2.42 -0.72 2.24
O -0.44 -1.31 1.53
O -4.02 1.51 -1.31
O -1.39 2.13 1.17
O -0.35 1.64 2.94
O 0.79 1.93 1.39
C -0.34 2.12 1.82
C 0.54 -1.27 0.66
C 2.05 -0.98 1.01
C 0.14 -1.28 -0.66
C 2.97 -1.00 0.06
C 1.02 -0.94 -1.77
C -4.15 0.70 -0.38
C 2.58 -1.10 -1.41
H 4.03 -0.93 0.28
H -0.83 -1.58 -1.02
*
```


Density functional theory data (ωB97M-V/def2-TZVPD) for a molecular structure, C8H31O7 at a distorted geometry.

As for the HOMO energy: -12.8 eV. For the frontier orbital gap, the calculation gives 10.5 eV. As for the largest force on an atom: 0.17648 Eh/bohr. For the lowest unoccupied orbital energy, the calculation gives -2.3 eV. As for the energy above the lowest of the compared OMol25 structures with the same formula, charge and spin: 127.69 kcal/mol.

The geometry in ORCA input format:
```
! RIJCOSX wB97M-V def2-TZVPD def2/J DEFGRID3
* xyz 1 1
O -0.08 0.03 -0.35
O 1.94 1.21 -1.91
O 0.30 2.47 1.20
O -2.02 1.39 -2.10
O -0.13 -1.02 -2.96
O 1.32 -0.43 2.12
O -2.33 -0.33 1.16
C 0.86 -2.33 3.51
C 0.57 -2.16 -3.35
C -0.93 2.59 2.00
C -2.25 -1.63 0.73
C 2.25 -2.58 1.38
C 1.58 2.38 -2.59
C 1.82 -1.59 2.58
C -2.09 2.60 -1.42
H -0.17 -2.15 3.19
H -0.80 0.29 -0.96
H -2.79 -1.77 -0.25
H -2.82 2.41 -0.42
H 0.69 1.99 -3.23
H -1.76 3.10 1.60
H 2.73 0.90 -2.27
H 1.05 2.59 1.70
H 2.95 -2.10 0.69
H -1.27 1.82 2.39
H -2.79 1.38 -2.75
H 2.12 2.64 -3.52
H 0.22 -2.32 -4.34
H 0.71 -1.81 4.49
H -1.13 -1.95 0.63
H -0.01 0.94 0.48
H -1.05 3.07 -0.97
H 1.24 -2.73 0.89
H -2.62 3.44 -2.00
H 2.73 -1.53 3.21
H -0.74 -0.98 -3.63
H -0.58 3.23 2.82
H -3.13 -0.23 1.78
H 3.12 -3.39 1.53
H 0.54 0.17 -1.00
H 0.10 -2.94 -2.84
H 1.46 3.16 -1.91
H -2.73 -2.29 1.33
H 1.13 -0.08 3.03
H 1.06 -3.40 3.72
H 1.73 -2.04 -3.40
*
```


Density functional theory data (ωB97M-V/def2-TZVPD) for a molecular structure, C8H32B4CaO2 at a distorted geometry.

As for the HOMO energy: -1.6 eV. For the frontier orbital gap, the calculation gives 6.6 eV. As for the largest force on an atom: 0.05917 Eh/bohr. For the lowest unoccupied orbital energy, the calculation gives 5.0 eV. As for the energy above the lowest of the compared OMol25 structures with the same formula, charge and spin: 46.46 kcal/mol.

The geometry in ORCA input format:
```
! RIJCOSX wB97M-V def2-TZVPD def2/J DEFGRID3
* xyz -2 1
Ca -2.39 -18.53 7.13
O -4.68 -19.15 6.68
O -0.19 -18.96 5.52
C 1.41 -18.01 4.10
C 1.03 -18.24 5.54
C -7.02 -19.28 6.17
C -6.62 -20.54 6.92
C -5.36 -19.98 7.65
C -5.67 -18.73 5.74
C -0.10 -19.89 4.47
C 0.59 -19.09 3.36
B -2.19 -21.05 7.54
B -3.37 -17.50 9.20
B -0.27 -18.76 8.79
B -2.58 -16.92 5.24
H -0.18 -18.68 2.70
H -3.68 -16.79 5.53
H -3.48 -18.59 8.99
H 0.58 -20.70 4.79
H -4.36 -17.00 8.87
H -5.74 -17.64 5.76
H 1.77 -18.92 5.98
H 1.00 -17.02 3.88
H -1.16 -20.80 7.16
H -1.27 -19.00 9.24
H 0.95 -17.38 6.21
H 1.21 -19.71 2.70
H -2.84 -20.90 6.64
H 2.47 -18.09 3.85
H -2.05 -22.09 8.00
H -7.32 -20.80 7.71
H -5.57 -19.40 8.54
H -6.51 -21.38 6.23
H -3.25 -17.30 10.32
H -4.72 -20.79 7.99
H -7.64 -19.36 5.27
H -0.37 -17.98 7.98
H -2.54 -17.14 8.55
H -7.56 -18.64 6.88
H 0.11 -19.75 8.37
H -2.47 -20.36 8.37
H 0.36 -18.44 9.70
H -1.09 -20.30 4.30
H -2.37 -16.11 4.44
H -1.97 -16.67 6.14
H -2.40 -17.96 4.88
H -5.39 -19.08 4.75
*
```


Density functional theory data (ωB97M-V/def2-TZVPD) for a molecular structure, C8H32BMgO8S at a distorted geometry.

As for the HOMO energy: -11.6 eV. For the frontier orbital gap, the calculation gives 4.4 eV. As for the largest force on an atom: 0.10335 Eh/bohr. For the lowest unoccupied orbital energy, the calculation gives -7.2 eV.

The geometry in ORCA input format:
```
! RIJCOSX wB97M-V def2-TZVPD def2/J DEFGRID3
* xyz 1 1
S 1.50 -4.85 -7.60
Mg 4.39 -6.47 -3.28
O 1.81 -5.39 -9.10
O 0.15 -5.19 -7.17
O 5.09 -7.84 -0.65
O 5.29 -0.76 -2.51
O 2.88 -8.88 -4.17
O 2.62 -5.19 -6.69
O -0.16 -5.84 0.56
O 1.58 0.09 3.18
C 1.51 -9.06 -4.09
C 0.83 -5.35 -10.06
C 2.19 -0.99 2.53
C 6.49 -1.18 -3.02
C 1.13 -6.62 -10.86
C -1.43 -5.26 0.24
C 4.28 -7.96 0.49
C 1.71 -2.96 -7.83
B 3.27 -4.42 -1.76
H 2.87 -3.71 -1.05
H 2.18 -6.68 -11.17
H 1.22 -9.69 -4.93
H 2.40 -0.75 1.49
H 0.58 -6.57 -11.81
H 6.94 -1.95 -2.41
H 4.59 -8.79 1.12
H 0.86 -2.65 -8.43
H 0.57 -5.25 0.35
H -2.06 -5.33 1.12
H 4.34 -7.00 1.00
H 4.29 -4.50 -1.43
H 2.69 -2.71 -8.24
H -1.26 -4.28 -0.21
H 3.21 -4.02 -2.76
H 4.74 -1.53 -2.32
H 6.47 -1.44 -4.08
H 1.54 -1.85 2.39
H 1.89 0.18 4.09
H 3.32 -9.72 -4.33
H -1.87 -5.73 -0.64
H 1.25 -9.52 -3.13
H 2.93 -5.44 -1.74
H -0.20 -5.43 -9.72
H 3.28 -8.17 0.11
H 3.15 -1.26 2.96
H 1.58 -2.47 -6.86
H 0.82 -4.38 -10.56
H 6.01 -7.82 -0.37
H 7.18 -0.35 -2.84
H 0.86 -7.46 -10.22
H 1.01 -8.10 -4.01
*
```


Density functional theory data (ωB97M-V/def2-TZVPD) for a molecular structure, C8H32FN16O8Zn at a distorted geometry.

As for the HOMO energy: -11.3 eV. For the frontier orbital gap, the calculation gives 8.6 eV. As for the largest force on an atom: 0.15487 Eh/bohr. For the lowest unoccupied orbital energy, the calculation gives -2.7 eV. As for the energy above the lowest of the compared OMol25 structures with the same formula, charge and spin: 81.47 kcal/mol.

The geometry in ORCA input format:
```
! RIJCOSX wB97M-V def2-TZVPD def2/J DEFGRID3
* xyz 1 1
Zn -1.00 -1.41 -0.19
F -0.15 0.29 0.21
O 1.57 3.18 -3.41
O -0.01 -1.74 -1.97
O -2.27 -1.01 1.36
O -3.25 2.60 2.02
O -2.50 -0.58 -1.29
O 3.46 -0.32 -1.13
O 0.43 -2.34 0.85
O 0.83 1.35 5.00
N 2.58 -2.87 1.09
N 1.42 1.15 -2.60
N 0.15 1.57 2.82
N -3.81 4.33 0.71
N 1.69 0.17 3.40
N 4.62 1.30 -0.19
N 2.60 1.01 0.42
N -2.03 -2.14 3.21
N -2.57 -0.82 -3.57
N 0.31 -3.25 -3.61
N -2.41 1.12 -2.66
N 0.20 2.58 -1.77
N -2.54 -0.05 3.40
N -2.81 2.65 -0.16
N 2.03 -2.51 -2.46
N 1.08 -4.32 1.62
C 0.87 1.03 3.81
C 0.71 -2.43 -2.63
C -2.56 -0.12 -2.41
C 1.12 2.37 -2.66
C 1.30 -3.13 1.16
C -2.30 -1.07 2.53
C 3.56 0.60 -0.33
C -3.29 3.10 0.97
H -0.36 3.42 -1.80
H 2.22 0.95 -3.18
H 3.19 -3.31 1.77
H -4.10 4.92 1.48
H -2.17 -0.26 -4.31
H 0.16 -4.67 1.85
H -2.15 -2.11 4.21
H -0.52 -3.28 -4.18
H 0.08 1.82 -1.11
H 1.77 -0.10 2.43
H -2.88 3.20 -1.00
H -3.72 4.59 -0.26
H -0.36 2.39 3.14
H 1.09 0.45 -1.95
H -2.44 1.71 -0.21
H -2.10 -3.02 2.71
H 2.99 -2.03 0.70
H -2.60 -0.25 4.38
H -2.40 -1.82 -3.50
H -2.49 1.69 -1.84
H 2.20 -0.39 4.07
H 2.57 -1.88 -1.89
H 1.87 -4.93 1.78
H 1.65 0.70 0.26
H 2.76 1.96 0.73
H -2.54 0.86 2.95
H 2.35 -3.45 -2.65
H 4.49 2.15 0.35
H -2.32 1.45 -3.61
H 5.46 1.10 -0.71
H 0.07 1.24 1.87
H 1.22 -3.40 -4.02
*
```


Density functional theory data (ωB97M-V/def2-TZVPD) for a molecular structure, C8H32HgO8 at a distorted geometry.

As for the HOMO energy: -16.7 eV. For the frontier orbital gap, the calculation gives 10.0 eV. As for the largest force on an atom: 0.02787 Eh/bohr. For the lowest unoccupied orbital energy, the calculation gives -6.7 eV. As for the energy above the lowest of the compared OMol25 structures with the same formula, charge and spin: 10.94 kcal/mol.

The geometry in ORCA input format:
```
! RIJCOSX wB97M-V def2-TZVPD def2/J DEFGRID3
* xyz 2 1
Hg 0.04 0.05 -0.04
O 0.73 -1.46 1.92
O -0.75 2.24 -0.70
O -0.77 1.07 1.98
O -1.44 -0.35 -2.18
O -1.72 -1.62 0.34
O 1.16 -1.96 -1.01
O 1.43 0.81 -1.97
O 2.10 0.98 0.90
C -3.11 -1.62 0.69
C -1.41 0.51 3.16
C -1.31 -1.34 -3.20
C 2.50 -2.35 -0.60
C 2.55 2.34 0.76
C 1.27 -1.36 3.26
C -2.03 2.84 -0.56
C 1.09 1.42 -3.24
H 1.06 0.62 -3.99
H -0.75 0.57 4.02
H 3.33 2.45 0.00
H -0.14 2.84 -1.14
H -0.28 -1.67 -3.26
H -2.45 3.07 -1.55
H 0.63 -2.40 1.74
H 2.35 0.51 -2.06
H -2.32 1.08 3.35
H -2.00 -2.17 -3.06
H 0.70 -2.01 3.92
H 3.12 -1.46 -0.54
H 2.30 -1.74 3.25
H -3.72 -1.90 -0.17
H 0.08 1.81 -3.17
H 2.85 0.49 1.26
H -3.40 -0.67 1.11
H -3.33 -2.37 1.45
H -0.55 1.97 2.24
H 1.69 2.93 0.46
H -1.97 3.77 0.01
H -1.49 -2.49 -0.02
H -1.51 -0.92 -4.19
H -1.64 -0.54 3.00
H 2.96 -3.02 -1.32
H -2.74 2.19 -0.06
H 2.97 2.73 1.69
H 2.49 -2.85 0.36
H -2.37 -0.12 -2.07
H 1.38 -0.34 3.62
H 0.67 -2.78 -0.91
H 1.78 2.21 -3.50
*
```


What is the frontier orbital gap in the second record? 1.8 eV


The highest largest force on an atom belongs to which entry? C8H31O7


Look up the largest force on an atom of the fifth one. 0.12109 Eh/bohr


The highest frontier orbital gap belongs to which entry? C8H31O7